[1]
Density functional theory data (ωB97M-V/def2-TZVPD) for a structure of composition C3H9O3Y in a non-equilibrium geometry.

Element x y z (Å)
O 0.833078 -3.166429 -0.541651
H 1.765651 -2.729170 -0.601615
H 0.935141 -3.883163 0.090687
C -1.922646 1.945407 -0.082025
O -0.756547 1.154296 -0.282415
C 0.482318 1.886420 -0.239714
C 1.625720 0.947399 -0.598569
H -2.788853 1.279650 -0.152973
H -1.892317 2.415664 0.910631
H -1.974080 2.718321 -0.860013
H 0.598913 2.278211 0.783158
H 0.410482 2.710340 -0.964272
H 1.682484 0.886462 -1.702705
H 2.553156 1.413581 -0.220419
Y -0.378882 -0.985147 0.182825
O 1.480133 -0.332193 -0.062713

Cartesian forces (eV/Å) of the 6 atoms listed first:
1.48 2.66 0.38
-1.94 -1.28 -0.06
0.10 -0.61 0.05
-1.03 0.88 0.17
0.30 -1.56 0.00
0.80 0.87 0.35

total charge: +2
relative energy (zero: lowest compared OMol25 entry of this formula, charge and spin): 0.0000 eV
HOMO level: -18.99 eV
calculated total energy: -383.14542 a.u.
F_max: 3.06 eV Å⁻¹
spin multiplicity: 1



[2]
Density functional theory data (ωB97M-V/def2-TZVPD) for a cluster of 2 separate species, C6H12O in total.

Element x y z (Å)
C 0.761018 0.581655 1.965841
C -0.272266 1.396803 1.184784
C -1.393555 0.547169 0.653961
C -1.818971 0.541939 -0.606357
C 0.155158 -1.314814 -2.036448
C 1.496500 -0.827964 -1.566244
O -0.137665 -2.381671 -1.314720
H 1.561928 1.221766 2.350708
H 1.213676 -0.189681 1.332891
H 0.294786 0.078262 2.820837
H 0.210639 1.926191 0.353117
H -0.689623 2.169544 1.845911
H -1.873096 -0.110668 1.381973
H -1.363722 1.169542 -1.369815
H -2.639355 -0.092235 -0.932727
H 2.174801 -0.859722 -2.428360
H 1.929538 -1.393421 -0.729748
H 1.397317 0.231581 -1.298887
H -1.007109 -2.694276 -1.606719

Cartesian forces (eV/Å) of the 6 atoms listed first:
0.05 -0.06 0.04
0.00 0.07 -0.03
-0.08 0.02 -0.16
0.02 0.04 0.18
0.35 -0.18 0.28
-0.06 0.01 -0.04

total charge: 0
relative energy (zero: lowest compared OMol25 entry of this formula, charge and spin): 3.5137 eV
HOMO level: -8.38 eV
calculated total energy: -310.93015 a.u.
F_max: 0.48 eV Å⁻¹
spin multiplicity: 1



[3]
Density functional theory data (ωB97M-V/def2-TZVPD) for a structure of composition C23H43N2O2P3Zr in a non-equilibrium geometry.

Element x y z (Å)
Zr 0.158922 1.550420 0.352735
P -0.984991 3.608813 1.421038
P -1.641316 -3.307497 -0.646156
P -1.130761 1.761743 -2.020139
H 2.593424 2.489737 0.549624
C 2.247745 1.449366 0.384778
C 1.939383 1.127615 -1.078849
H 0.977208 1.503429 -1.593782
C -0.480019 4.180631 3.066438
C -2.752862 3.145867 1.704062
C -1.182160 5.095191 0.394851
C -2.323229 -4.885538 -1.185786
C -1.207589 -3.322890 1.097639
C -2.826649 -1.983808 -0.937582
C -0.275261 2.870633 -3.238102
C -2.848380 2.358593 -2.054165
C -1.184654 0.204467 -2.987163
H 2.797153 0.680413 0.940647
H 2.596947 1.850397 -1.584934
H 0.619089 4.257132 3.101209
H -0.806921 3.454777 3.823235
H -0.934200 5.156655 3.250863
H -2.834911 2.532524 2.616204
H -3.164445 2.568346 0.859261
H -3.325938 4.083443 1.830007
H -0.207026 5.587605 0.288658
H -1.895885 5.757644 0.898529
H -1.553870 4.823526 -0.605244
H -3.146191 -5.248694 -0.544873
H -1.520780 -5.644119 -1.183665
H -2.700487 -4.777770 -2.215408
H -1.986113 -3.824707 1.701634
H -1.065859 -2.303415 1.491342
H -0.258231 -3.866756 1.230677
H -3.505548 -2.264927 -1.754983
H -2.292423 -1.071821 -1.234084
H -3.414867 -1.743117 -0.041260
H -1.019347 3.418589 -3.839889
H 0.371949 2.286389 -3.914390
H 0.351701 3.603611 -2.701434
H -3.075240 2.799550 -3.035340
H -3.000962 3.113807 -1.274581
H -3.524746 1.514072 -1.868620
H -0.663852 0.296663 -3.949607
H -2.232586 -0.058936 -3.180984
H -0.700608 -0.612627 -2.433064
C 2.028683 -1.655295 -2.424797
C 2.796037 -2.159993 -3.547385
C 4.133288 -1.841274 -3.684438
C 4.719367 -0.918598 -2.783452
C 3.917371 -0.261232 -1.873724
C 2.466083 -0.199202 -2.072841
O 1.228546 -2.424865 -1.847563
H -0.475328 -3.117861 -1.432797
H 2.363785 -2.972731 -4.123786
H 4.741164 -2.333054 -4.440790
H 5.800785 -0.765893 -2.760587
H 4.350748 0.397265 -1.109506
H 2.207100 0.290199 -3.031258
N 0.603012 -3.044350 5.890559
C 1.329104 -3.084083 4.733381
O 2.112833 -4.003529 4.503634
C 1.115781 -1.933931 3.787927
C 0.280147 -0.838178 4.032508
C -0.078339 0.004482 2.990806
N 0.368045 -0.206453 1.720177
C 1.304525 -1.183942 1.501393
C 1.719275 -2.022710 2.527391
H 0.674187 -3.842777 6.510018
H -0.128358 -2.378325 6.059948
H -0.069935 -0.591854 5.030139
H -0.705695 0.881015 3.135433
H 1.717838 -1.242265 0.491932
H 2.495336 -2.765589 2.318333

Cartesian forces (eV/Å) of the 6 atoms listed first:
-0.23 -1.89 1.12
-1.79 1.59 0.90
-0.32 -0.98 -0.26
-0.81 0.37 -2.01
0.29 -0.41 -0.24
-0.37 -0.18 -0.46

total charge: +4
relative energy (zero: lowest compared OMol25 entry of this formula, charge and spin): 2.4489 eV
HOMO level: -18.73 eV
calculated total energy: -2231.72017 a.u.
F_max: 3.31 eV Å⁻¹
spin multiplicity: 1



[4]
Density functional theory data (ωB97M-V/def2-TZVPD) for a cluster of 2 separate species, C4H13NOS in total in a non-equilibrium geometry.

Element x y z (Å)
C -0.112154 0.760927 -1.174787
N -1.169834 0.335152 -0.307824
C -1.761189 1.117562 0.729006
C -0.511142 1.575037 1.636666
S 0.668326 0.293020 2.217859
C -0.122026 -0.078580 -2.598252
H -0.158232 1.838732 -1.501511
H 0.869416 0.611585 -0.734043
H -1.171393 -0.656440 -0.114888
H -2.318529 0.546332 1.455397
H -2.192664 1.983286 0.304566
H 0.080278 2.319095 0.956902
H -0.784373 2.127017 2.518792
H 0.740685 0.680622 3.457259
H -0.170370 -1.129850 -2.535171
H -0.739293 0.430070 -3.397434
H 0.918977 0.182683 -2.859191
H 1.966499 -4.413650 0.963961
H 3.362243 -4.508246 0.578443
O 2.604777 -4.014353 0.404253

Cartesian forces (eV/Å) of the 6 atoms listed first:
-1.11 0.11 -3.27
0.50 0.01 0.74
2.24 -0.55 1.44
2.05 1.70 -1.78
-0.56 -0.40 -1.53
1.33 3.52 0.53

total charge: +1
⟨S²⟩: 0.7549
relative energy (zero: lowest compared OMol25 entry of this formula, charge and spin): 1.4585 eV
HOMO level (spin up / spin down): -13.38 / -13.35 eV
calculated total energy: -688.02825 a.u.
F_max: 3.80 eV Å⁻¹
spin multiplicity: 2



[5]
Density functional theory data (ωB97M-V/def2-TZVPD) for a structure of composition C6H7HgMgO6 in a non-equilibrium geometry.

Element x y z (Å)
Mg -2.481874 1.997315 0.452873
O -1.828216 0.135303 1.255888
O -2.801156 -1.648913 0.253641
C -1.709671 -2.527795 0.585464
C -0.790755 -2.708988 -0.616413
O -3.613395 0.386384 0.015617
C -2.741690 -0.367898 0.526452
H -1.169076 -2.136108 1.454252
H -2.177111 -3.482176 0.846795
H -1.362431 -3.039609 -1.490824
H -0.062610 -3.490873 -0.356495
Hg 0.229261 0.718873 1.018855
O 0.723905 -0.953935 -0.055853
O -0.215831 -0.913794 -2.075549
C 0.484944 1.087438 -2.406695
C -0.653883 1.703439 -1.816830
O -0.789306 1.884435 -0.540027
C -0.014351 -1.442127 -0.936032
H 1.447766 1.187340 -1.903790
H 0.498804 1.032361 -3.494098
H -1.526484 1.847824 -2.467682

Cartesian forces (eV/Å) of the 6 atoms listed first:
0.12 -1.20 -0.05
-2.03 -0.09 0.78
-0.29 0.50 -0.12
0.41 -0.24 0.32
0.05 -0.33 -0.14
-0.03 0.85 -0.09

total charge: +1
⟨S²⟩: 2.0089
relative energy (zero: lowest compared OMol25 entry of this formula, charge and spin): 0.0000 eV
HOMO level (spin up / spin down): -11.36 / -13.97 eV
calculated total energy: -1037.51246 a.u.
F_max: 4.61 eV Å⁻¹
spin multiplicity: 3



[6]
Density functional theory data (ωB97M-V/def2-TZVPD) for a cluster of 2 separate species, CH4N2O2 in total in a non-equilibrium geometry.

Element x y z (Å)
H 1.543828 -0.690968 1.522280
N 0.736472 -0.962869 1.042773
N 0.799542 -2.171197 0.794152
H 0.017277 -2.305239 0.138252
O -0.563668 2.341273 0.030283
C -0.688408 1.600922 -0.876206
O -0.671128 0.303681 -0.757083
H -0.902308 1.837197 -2.017273
H -0.271607 0.047200 0.122821

Cartesian forces (eV/Å) of the 6 atoms listed first:
1.66 0.52 1.73
-0.96 -0.70 -1.11
-0.17 0.72 -0.53
-0.28 -0.72 0.26
0.42 1.86 1.10
-1.03 -0.30 -3.14

total charge: 0
relative energy (zero: lowest compared OMol25 entry of this formula, charge and spin): 1.3936 eV
HOMO level: -10.38 eV
calculated total energy: -300.43644 a.u.
F_max: 3.32 eV Å⁻¹
spin multiplicity: 1
SMILES: [H]/N=N/[H].O=CO



[7]
Density functional theory data (ωB97M-V/def2-TZVPD) for a cluster of 3 separate species, C21H48N2O12P2S in total in a non-equilibrium geometry.

Element x y z (Å)
C 1.942514 -0.691657 -1.276079
C 2.672022 -1.062380 -2.548422
O 3.620602 -1.812920 -2.480669
N 2.276131 -0.589601 -3.849062
C 1.138215 -1.426565 -4.300917
C 1.812752 0.803148 -3.807085
C 2.982357 1.785142 -3.689234
C 2.697222 3.031392 -2.842645
C 1.524574 3.870115 -3.301560
O 0.225838 3.240580 -3.136366
S -0.475426 3.409344 -1.677056
O 0.521231 3.250895 -0.647713
O -1.261391 1.989710 -1.687221
C -2.324429 1.906575 -2.662502
C -2.015433 0.839212 -3.690386
N -1.488396 1.049786 -4.820386
H 0.894834 -1.005024 -1.276263
H 1.947755 0.389131 -1.121736
H 2.415723 -1.180677 -0.430878
H 0.209573 -1.093190 -3.818920
H 1.322543 -2.475187 -4.082133
H 1.012358 -1.258543 -5.369155
H 1.288999 0.985235 -4.748289
H 1.063576 0.972091 -3.026041
H 3.353489 2.086858 -4.670156
H 3.806171 1.255061 -3.203246
H 3.573869 3.681413 -2.923569
H 2.618301 2.740562 -1.796401
H 1.503620 4.850385 -2.819821
H 1.614949 4.050025 -4.373512
H -3.245989 1.668656 -2.133506
H -2.419520 2.864381 -3.180701
H -2.283243 -0.189671 -3.444319
H -1.291046 2.048598 -4.928095
O -0.595286 -7.323308 -0.984253
P -1.424442 -6.115632 -0.990130
O -1.584146 -5.457575 -2.428390
C -2.229889 -6.183877 -3.487320
C -3.710404 -6.410105 -3.252458
O -0.604874 -4.930450 -0.276582
C 0.711067 -5.146469 0.238068
C 1.778221 -4.893420 -0.806699
O -2.832001 -5.820844 -0.327111
C -3.252944 -6.600334 0.817085
C -2.318627 -6.461054 1.999997
H -1.714392 -7.136592 -3.631330
H -2.082846 -5.586888 -4.385554
H -3.885428 -7.063776 -2.397270
H -4.158231 -6.878616 -4.129143
H -4.218458 -5.466580 -3.052728
H 0.801342 -6.152146 0.650480
H 0.830174 -4.455554 1.074472
H 1.524777 -5.337525 -1.769108
H 2.733315 -5.305579 -0.479545
H 1.909649 -3.823053 -0.974218
H -3.343373 -7.647677 0.520935
H -4.249151 -6.242862 1.068585
H -1.338544 -6.891246 1.786439
H -2.732459 -6.985031 2.861786
H -2.172046 -5.411832 2.255561
O -1.246249 4.771884 5.198826
P 0.176607 4.481771 4.997983
O 1.082724 4.852245 6.250478
C 0.888265 4.181428 7.505712
C 1.260180 2.711969 7.471977
O 0.770159 5.549836 3.950713
C -0.058328 6.561193 3.380738
C -0.086735 7.817140 4.230207
O 0.901931 3.200681 4.422127
C 0.173381 2.312551 3.538123
C -0.299849 2.999480 2.275693
H -0.151141 4.306825 7.819630
H 1.517862 4.707523 8.221045
H 0.599556 2.146233 6.814159
H 1.181942 2.285794 8.472552
H 2.278207 2.579966 7.105677
H -1.066968 6.180654 3.215290
H 0.362142 6.779577 2.397555
H -0.209656 7.572924 5.285143
H -0.907979 8.467164 3.925615
H 0.847514 8.371465 4.130450
H -0.669930 1.883611 4.084572
H 0.857343 1.500137 3.302066
H -1.049848 3.761908 2.500393
H -0.752298 2.274033 1.600435
H 0.525819 3.487153 1.765311

Cartesian forces (eV/Å) of the 6 atoms listed first:
-0.33 0.39 -0.01
1.20 -0.81 -0.02
-0.44 0.15 0.00
-0.91 0.19 0.64
0.17 0.42 -0.03
0.11 0.23 -0.50

total charge: 0
relative energy (zero: lowest compared OMol25 entry of this formula, charge and spin): 0.0000 eV
HOMO level: -9.13 eV
calculated total energy: -2922.37624 a.u.
F_max: 3.69 eV Å⁻¹
spin multiplicity: 1



[8]
Density functional theory data (ωB97M-V/def2-TZVPD) for the molecule C3H4N2O2 in a non-equilibrium geometry.

Element x y z (Å)
H 1.843354 -0.941032 -1.829590
N 1.024315 -0.355187 -1.709199
C 0.420623 -0.443021 -0.629876
O 0.991526 -1.304090 0.620136
C -0.462016 0.336378 0.171718
N -1.150367 1.478481 -0.240835
C -0.332539 -0.121463 1.447817
O -0.724882 -0.350742 2.530721
H 0.506445 -2.112719 0.850976
H -0.720618 2.359529 0.014294
H -1.395841 1.453867 -1.226163

Cartesian forces (eV/Å) of the 6 atoms listed first:
-0.25 -0.20 0.05
-0.65 -0.25 0.04
2.18 -0.03 2.11
-0.33 0.27 -0.82
0.73 -0.28 -0.41
-0.82 0.52 -0.06

total charge: 0
relative energy (zero: lowest compared OMol25 entry of this formula, charge and spin): 3.8802 eV
HOMO level: -8.30 eV
calculated total energy: -376.62120 a.u.
F_max: 3.04 eV Å⁻¹
spin multiplicity: 1
SMILES: [H]/N=C(\O)C(N)=C=O



> Among the records above, which one has the lowest calculated total energy?

C21H48N2O12P2S



> What is the formula in the seventh record?

C21H48N2O12P2S



Copy entry 6 word for word.
Density functional theory data (ωB97M-V/def2-TZVPD) for a cluster of 2 separate species, CH4N2O2 in total in a non-equilibrium geometry.

Element x y z (Å)
H 1.543828 -0.690968 1.522280
N 0.736472 -0.962869 1.042773
N 0.799542 -2.171197 0.794152
H 0.017277 -2.305239 0.138252
O -0.563668 2.341273 0.030283
C -0.688408 1.600922 -0.876206
O -0.671128 0.303681 -0.757083
H -0.902308 1.837197 -2.017273
H -0.271607 0.047200 0.122821

Cartesian forces (eV/Å) of the 6 atoms listed first:
1.66 0.52 1.73
-0.96 -0.70 -1.11
-0.17 0.72 -0.53
-0.28 -0.72 0.26
0.42 1.86 1.10
-1.03 -0.30 -3.14

total charge: 0
relative energy (zero: lowest compared OMol25 entry of this formula, charge and spin): 1.3936 eV
HOMO level: -10.38 eV
calculated total energy: -300.43644 a.u.
F_max: 3.32 eV Å⁻¹
spin multiplicity: 1
SMILES: [H]/N=N/[H].O=CO